Entry 1:
Formula: C3H3F3N3
Source: OMol25
Level of theory: the ωB97M-V functional and the def2-TZVPD basis

```
! wB97M-V def2-TZVPD RIJCOSX def2/J DEFGRID3
* xyz 1 1
C 0.7227 -0.8557 -2.3645
C 1.5103 -0.3633 -0.3816
C -1.3688 1.1550 2.8610
N 1.7919 -0.9478 -1.6260
N -0.2922 -0.4071 -1.6203
N 0.2472 -0.0414 -0.3797
F -1.2659 2.3188 3.4058
F -0.6287 0.2299 3.2519
F -2.1858 0.9913 1.8568
H 0.4910 -1.3922 -3.3199
H 2.2868 -0.3980 0.3158
H -1.3086 -0.2894 -1.9995
*
```

Summary:
F_max: 6.21 eV/A
ΔE to the lowest compared entry with this formula, charge and spin: 74.6 kcal per mole
LUMO level: -8.07 eV

Atomic partial charges in e from the Mulliken method, atoms 1 to 5:
1. C 0.0367
2. C -0.0503
3. C 0.8278
4. N -0.5169
5. N -0.0957

---

Entry 2:
Formula: C28H38Cl2KN4O9S2Sb
Source: OMol25
Level of theory: the ωB97M-V functional and the def2-TZVPD basis

```
! wB97M-V def2-TZVPD RIJCOSX def2/J DEFGRID3
* xyz -2 1
K -0.5015 -0.3395 0.3963
C 0.8892 -3.5229 -2.9892
N 0.8546 -2.0984 -3.2666
C 2.0543 -1.5240 -3.8464
C -0.0917 -1.3488 -2.6658
O -1.0719 -1.7965 -2.0969
C 0.1063 0.1774 -2.7617
O -0.7008 0.8016 -1.7971
C -1.5562 1.8236 -2.1881
C -1.8595 2.6995 -0.9698
O -1.2777 2.5554 0.0861
N -2.7920 3.6837 -1.1375
C -3.0490 4.5664 -0.0290
C -3.3872 4.0103 -2.4056
H 0.6634 -4.1034 -3.8923
H 0.1609 -3.7510 -2.2155
H 1.8815 -3.7947 -2.6291
H 2.5036 -2.2763 -4.4964
H 2.7808 -1.2630 -3.0760
H 1.8072 -0.6690 -4.4766
H -0.1776 0.5007 -3.7749
H 1.1465 0.4457 -2.5744
H -2.4913 1.4101 -2.5841
H -1.0896 2.4587 -2.9609
H -2.7094 4.0852 0.8838
H -4.1220 4.7621 0.0462
H -2.5279 5.5265 -0.1340
H -3.5644 3.1142 -2.9943
H -2.7764 4.7098 -2.9907
H -4.3583 4.4769 -2.2303
Cl -5.9090 -4.3789 2.6438
C -4.9471 -2.9653 2.2605
C -4.1407 -2.4045 3.2510
C -3.3864 -1.3059 2.9692
Cl -2.3801 -0.6170 4.2135
C -3.3511 -0.6560 1.6811
O -2.6285 0.3217 1.4265
C -4.2287 -1.2686 0.7072
C -4.4286 -0.7321 -0.6309
O -4.0339 0.3130 -1.1083
C -4.9834 -2.4096 1.0062
H -4.1004 -2.8423 4.2395
H -5.0488 -1.4143 -1.2622
H -5.6073 -2.8497 0.2381
O 2.8794 -1.8448 3.7537
S 1.7131 -0.9919 3.4841
N 1.4619 -0.3716 2.1727
O 0.8876 -4.3281 0.4168
C 1.7746 -3.4897 0.2396
N 1.4263 -2.1632 0.1750
S 2.5683 -1.0835 0.3593
O 2.2252 0.0615 -0.4726
O 3.8950 -2.0708 -1.2392
C 4.1214 -3.2478 -0.7851
C 5.3469 -3.9218 -1.0636
C 5.6186 -5.1716 -0.5682
C 4.6942 -5.8504 0.2242
C 3.4807 -5.2383 0.4809
C 3.1738 -3.9686 0.0031
H 6.0625 -3.3821 -1.6740
H 6.5745 -5.6395 -0.7926
H 4.9115 -6.8347 0.6219
H 2.7114 -5.7376 1.0552
C 3.4588 4.6780 3.3628
C 3.0745 3.2821 2.9082
Sb 1.3578 3.0522 1.5684
C 0.9874 5.1639 1.1736
C 0.1597 6.0901 2.0419
C 0.0020 2.5409 3.1596
C -0.4117 3.5832 4.1807
H 4.3081 4.6704 4.0553
H 2.6343 5.1813 3.8697
H 3.7474 5.3199 2.5273
H 2.8435 2.6607 3.7765
H 3.9216 2.8054 2.4160
H 0.5568 5.1552 0.1680
H 1.9930 5.5776 1.0444
H -0.8737 5.7500 2.1164
H 0.1362 7.1042 1.6284
H 0.5391 6.1615 3.0601
H 0.5410 1.7360 3.6590
H -0.8693 2.0621 2.7164
H 0.4413 4.1447 4.5764
H -0.9090 3.1121 5.0332
H -1.1114 4.3157 3.7754
*
```

Summary:
F_max: 0.90 eV/A
ΔE to the lowest compared entry with this formula, charge and spin: 34.1 kcal per mole
LUMO level: 3.66 eV

Atomic partial charges in e from the Mulliken method, atoms 1 to 5:
1. K 1.5156
2. C -1.0806
3. N 0.2344
4. C -1.0315
5. C 0.7708

---

Entry 3:
Formula: C4H17NO3PSn
Source: OMol25
Level of theory: the ωB97M-V functional and the def2-TZVPD basis

```
! wB97M-V def2-TZVPD RIJCOSX def2/J DEFGRID3
* xyz 1 1
C -1.6009 0.8903 -2.9524
Sn -1.6094 1.3221 -0.8153
N 0.1843 2.5985 -0.5239
H -3.0138 1.0639 0.2124
H -2.8740 2.2920 -0.1354
H -2.7205 0.7472 -3.0149
H -0.9881 -0.0034 -3.3543
H -1.2662 1.9230 -3.2785
H 1.0371 2.0360 -0.5955
H 0.0977 3.0364 0.3963
H 0.1448 3.3183 -1.2357
C 0.0327 -3.1026 0.8315
O 0.0640 -2.0701 -0.1979
P 0.0802 -0.4317 -0.0436
O 0.5223 -0.2600 1.4903
C -0.3332 -0.3614 2.6297
O 1.5132 0.0269 -0.7314
C 2.8325 -0.3631 -0.2667
H -0.0246 -4.0801 0.3306
H -0.8403 -2.9771 1.4739
H 0.9536 -3.0645 1.4221
H -1.3936 -0.2078 2.4078
H -0.2293 -1.3481 3.1032
H -0.0483 0.3928 3.3788
H 3.1874 0.3146 0.5254
H 2.8029 -1.4014 0.0867
H 3.4896 -0.2908 -1.1435
*
```

Summary:
F_max: 5.38 eV/A
ΔE to the lowest compared entry with this formula, charge and spin: 51.7 kcal per mole
LUMO level: -3.71 eV

Atomic partial charges in e from the Mulliken method, atoms 1 to 5:
1. C -1.0302
2. Sn 0.5005
3. N -0.7527
4. H -0.0253
5. H -0.0085

---

| no. | Kohn-Sham gap (eV) |
| --- | --- |
| 1 | 4.856 |
| 2 | 5.797 |
| 3 | 6.645 |